This record from OMol25 describes a molecular structure, C19H17N2O4OsS3. The level of theory is ωB97M-V with the def2-TZVPD basis set.

Geometry (Å):
Os (0.917, -0.658, -0.436)
C (4.561, -1.292, 2.270)
C (3.659, -0.981, 1.112)
S (2.016, -0.613, 1.487)
C (4.044, -0.973, -0.185)
C (5.433, -1.271, -0.670)
S (2.868, -0.569, -1.382)
H (4.073, -1.074, 3.219)
H (5.480, -0.708, 2.216)
H (4.834, -2.349, 2.268)
H (6.180, -0.826, -0.013)
H (5.589, -0.880, -1.675)
H (5.607, -2.348, -0.699)
O (-0.326, -3.997, 0.729)
C (-0.696, -2.913, 0.409)
O (-0.052, -2.236, -0.626)
C (-1.799, -2.135, 1.013)
C (-2.321, -2.584, 2.219)
C (-3.308, -1.868, 2.895)
C (-3.729, -0.696, 2.314)
O (-4.690, 0.155, 2.747)
C (-4.705, 1.252, 1.830)
O (-3.842, 0.910, 0.740)
C (-3.214, -0.244, 1.106)
C (-2.257, -0.940, 0.420)
H (-1.936, -3.506, 2.632)
H (-3.725, -2.214, 3.830)
H (-4.325, 2.145, 2.330)
H (-5.717, 1.401, 1.460)
H (-1.954, -0.623, -0.570)
N (0.599, 2.333, 1.305)
C (0.189, 2.303, 0.042)
N (0.283, 1.246, -0.754)
C (-0.227, 1.519, -2.039)
C (-0.281, 0.612, -3.088)
C (-0.834, 1.029, -4.287)
C (-1.326, 2.324, -4.434)
C (-1.279, 3.229, -3.386)
C (-0.724, 2.805, -2.189)
S (-0.516, 3.700, -0.700)
H (1.132, 1.560, 1.682)
H (0.526, 3.178, 1.845)
H (0.098, -0.403, -2.990)
H (-0.884, 0.339, -5.119)
H (-1.755, 2.628, -5.379)
H (-1.666, 4.232, -3.501)

Electronic energy, eV: -66116.98358
HOMO-LUMO gap, eV: 6.791
E_HOMO, eV: -11.12
ΔE to the lowest compared entry with this formula, charge and spin, eV: 0.000
LUMO, eV: -4.331
Charge: +1

Results of the Mulliken charge analysis, in e, for atoms 1 through 2: number 1, Os, carries 1.596; number 2, C, carries -1.473